[1]
ORCA calculation (wB97M-V/def2-TZVPD) on a cluster of 2 separate species, C3H4NO3P in total in a non-equilibrium geometry.

Output
Kohn-Sham gap (alpha / beta), eV: 8.222 / 8.224
Total charge: 0
Strongest force on any atom, eV/A: 5.28

Positions of all 12 atoms, in Å:
C 0.847 -0.589 -0.602
C 4.043 -0.650 0.741
C -1.615 -0.516 0.027
N -0.272 -0.786 -0.178
O 1.886 -0.506 -1.117
O 4.122 -1.790 0.856
O 3.285 1.909 -0.037
P 4.049 0.746 -0.359
H -1.779 0.437 0.358
H -1.987 -0.725 -0.954
H -2.182 -1.098 0.872
H 5.342 1.052 0.266


[2]
ORCA calculation (wB97M-V/def2-TZVPD) on a cluster of 2 separate species, C3H4NO3S in total in a non-equilibrium geometry.

Output
Kohn-Sham gap, eV: 6.806
Total charge: -1
Strongest force on any atom, eV/A: 1.70

Positions of all 12 atoms, in Å:
C 2.243 0.515 -0.150
C -0.973 -0.902 -0.441
C 0.389 -0.631 -0.089
N 1.011 -0.935 1.011
O 1.136 0.248 -0.862
O 3.125 1.254 -0.471
O 2.210 -0.202 0.984
S -2.886 1.509 0.271
H -1.657 0.024 -0.150
H -1.107 -1.018 -1.511
H -1.355 -1.749 0.113
H -2.136 1.888 1.296


[3]
ORCA calculation (wB97M-V/def2-TZVPD) on a cluster of 2 separate species, C3H4NO4S in total in a non-equilibrium geometry.

Output
Kohn-Sham gap, eV: 6.914
Total charge: -1
Strongest force on any atom, eV/A: 2.57

Positions of all 13 atoms, in Å:
C -0.786 -1.468 -1.261
C 0.527 -0.048 -0.110
C 0.249 0.537 1.254
N 1.385 0.699 -1.026
O -0.445 -1.159 -2.347
O -1.470 -2.060 -0.504
O 1.843 -0.505 -0.293
O -0.475 -0.410 2.001
S -0.607 2.150 1.086
H 1.080 0.738 1.863
H 1.121 0.500 -2.013
H -1.046 -0.700 1.300
H -1.375 1.726 0.051


[4]
ORCA calculation (wB97M-V/def2-TZVPD) on a cluster of 2 separate species, C3H4NOPS2 in total in a non-equilibrium geometry.

Output
Kohn-Sham gap (alpha / beta), eV: 8.102 / 8.119
Total charge: 0
Strongest force on any atom, eV/A: 4.89

Positions of all 12 atoms, in Å:
C -4.101 -0.936 0.667
C -0.447 0.998 -0.157
C -0.109 -0.327 -0.664
N -4.892 -1.754 0.938
O -3.733 1.829 -1.379
P -2.853 0.145 0.082
S -1.456 0.961 1.438
S -1.744 -1.180 -1.184
H 0.522 1.581 -0.017
H -0.876 1.670 -0.787
H 0.412 -0.430 -1.549
H 0.370 -0.841 0.130


[5]
ORCA calculation (wB97M-V/def2-TZVPD) on a structure of composition C3H4NOS2 in a non-equilibrium geometry.

Output
Kohn-Sham gap (alpha / beta), eV: 7.994 / 7.762
Total charge: +1
Strongest force on any atom, eV/A: 3.98

Positions of all 11 atoms, in Å:
C -2.038 0.737 0.409
C -0.083 -0.680 -0.711
C 1.655 -0.558 0.523
N 0.941 0.364 -0.281
O -1.321 1.381 1.061
S -3.071 -0.042 -0.402
S 0.485 -1.873 0.336
H -0.423 -0.954 -1.669
H 2.145 -0.441 1.396
H 1.344 1.000 -0.987
H 0.366 1.067 0.326


[6]
ORCA calculation (wB97M-V/def2-TZVPD) on a structure of composition C3H4NiO2 in a non-equilibrium geometry.

Output
Spin multiplicity: 3
Kohn-Sham gap (alpha / beta), eV: 7.645 / 7.454
Total charge: 0
Strongest force on any atom, eV/A: 4.32

Positions of all 10 atoms, in Å:
C 0.460 -2.000 -1.619
O -0.179 -0.834 -1.223
C 1.667 0.785 0.993
C 0.512 1.101 1.358
O -0.704 0.846 1.012
Ni -1.428 -0.148 -0.245
H 0.339 -2.169 -2.704
H 1.540 -1.889 -1.406
H 0.166 -2.938 -1.112
H 2.697 0.486 1.077


[7]
ORCA calculation (wB97M-V/def2-TZVPD) on a structure of composition C3H4NiO4 in a non-equilibrium geometry.

Output
Spin multiplicity: 3
Kohn-Sham gap (alpha / beta), eV: 8.256 / 8.516
Total charge: 0
Strongest force on any atom, eV/A: 4.16

Positions of all 12 atoms, in Å:
C -1.718 0.328 0.914
C -0.300 0.694 1.077
O 0.431 0.998 -0.345
C 1.368 0.286 -0.913
O 1.351 0.176 -2.188
O 1.950 -0.673 -0.307
O -2.049 -0.640 0.219
Ni 1.590 -1.710 -1.868
H -2.480 1.052 1.264
H 0.204 -0.084 1.666
H -0.153 1.601 1.676
H -0.194 -2.028 -1.195


[8]
ORCA calculation (wB97M-V/def2-TZVPD) on a structure of composition C3H4O in a non-equilibrium geometry.

Output
Kohn-Sham gap, eV: 10.981
Total charge: 0
Strongest force on any atom, eV/A: 5.94

Positions of all 8 atoms, in Å:
C -0.669 0.648 0.014
C 0.817 0.264 0.011
C 1.909 -0.263 -0.067
H -0.932 -1.546 0.184
H -0.773 1.159 1.018
H -0.964 1.332 -0.844
H 2.888 -0.568 0.168
O -1.569 -0.534 -0.034


[9]
ORCA calculation (wB97M-V/def2-TZVPD) on the molecule C3H4O in a non-equilibrium geometry.

Output
Kohn-Sham gap, eV: 9.982
Total charge: 0
Strongest force on any atom, eV/A: 6.72

Positions of all 8 atoms, in Å:
C 1.462 0.058 0.163
C 0.261 -0.784 -0.022
C 0.210 0.765 -0.047
O 2.755 0.101 -0.014
H -0.004 -1.458 -0.855
H -0.066 -1.000 1.085
H -0.312 1.120 0.903
H 0.147 1.363 -0.895


[10]
ORCA calculation (wB97M-V/def2-TZVPD) on a structure of composition C3H4O in a non-equilibrium geometry.

Output
Kohn-Sham gap (alpha / beta), eV: 9.030 / 7.977
Total charge: 0
Strongest force on any atom, eV/A: 5.97

Positions of all 8 atoms, in Å:
C -0.727 0.788 0.114
C 1.223 0.625 -0.208
C -0.462 -0.690 0.081
O 0.980 -0.710 -0.027
H -1.518 1.093 -0.634
H 2.023 1.074 0.354
H -0.675 -1.019 1.132
H -0.845 -1.161 -0.813


[11]
ORCA calculation (wB97M-V/def2-TZVPD) on the molecule C3H4O2 in a non-equilibrium geometry.

Output
Kohn-Sham gap, eV: 9.999
Total charge: 0
Strongest force on any atom, eV/A: 9.36

Positions of all 9 atoms, in Å:
C -0.394 -0.366 -1.282
C -0.270 -0.313 0.299
C 0.632 0.742 0.943
H -0.699 -1.457 -1.972
H -1.334 -0.153 0.810
H 0.065 -1.436 0.654
H 0.756 1.804 0.159
O -0.004 0.723 -1.757
O 1.247 0.457 2.146


[12]
ORCA calculation (wB97M-V/def2-TZVPD) on the molecule C3H4O2.

Output
Kohn-Sham gap, eV: 9.436
Total charge: 0
Strongest force on any atom, eV/A: 0.60

Positions of all 9 atoms, in Å:
C 1.089 -0.340 0.263
C -0.102 0.572 0.212
O -0.135 1.699 0.654
C -1.369 0.043 -0.470
O -1.472 -1.085 -0.883
H 1.780 0.000 1.036
H 1.602 -0.307 -0.706
H 0.786 -1.377 0.431
H -2.179 0.796 -0.537